Density functional theory data (ωB97M-V with the def2-TZVPD basis set) for a 16-piece molecular cluster, C36H45BCl60O5P overall.

Last column: Löwdin charge in e.
CARTESIAN COORDINATES (ANGSTROEM)
C1 3.47277 3.60894 1.86955  -0.120
C2 3.96375 3.05716 0.52420  -0.241
C3 3.17173 3.54566 -0.68880  -0.208
C4 3.94259 3.54457 -2.01239  -0.216
C5 4.33271 2.15432 -2.54209  -0.191
C6 5.59736 1.54883 -1.88297  -0.190
C7 5.28987 0.28038 -1.06934  -0.218
C8 5.43369 -1.02160 -1.86877  -0.202
C9 4.34089 -2.06832 -1.61549  -0.212
C10 4.02635 -2.30287 -0.13229  -0.186
C11 2.60549 -2.86191 0.12199  -0.158
C12 1.69806 -2.07758 1.09465  -0.088
C13 0.38339 -1.46307 0.47915  -0.440
C14 -0.80484 -2.22637 1.06485  -0.097
C15 -2.20202 -1.57257 1.04388  -0.155
C16 -3.14903 -2.09634 -0.05610  -0.183
C17 -3.79805 -1.03136 -0.97484  -0.203
C18 -3.69108 -1.41725 -2.46295  -0.278
C19 -2.35031 -0.96512 -3.07151  -0.095
O1 0.36638 -1.47528 -0.92392  -0.057
B1 1.03494 -0.19020 -1.40054  -0.553
O2 1.40343 0.49671 -0.10197  -0.078
C20 0.34902 0.05443 0.71230  -0.380
C21 0.37770 0.57117 2.14492  -0.136
P1 -0.91404 1.74765 2.56286  0.423
O3 -1.82516 1.26547 3.60324  -0.285
O4 -1.70963 2.13397 1.22591  -0.133
O5 -0.20678 3.13044 2.98143  -0.146
H1 4.29891 3.85772 2.53836  0.037
H2 2.84662 4.49587 1.73439  0.067
H3 2.85877 2.87792 2.39068  0.019
H4 5.01379 3.33231 0.38809  0.099
H5 3.92394 1.97141 0.59336  0.091
H6 2.24532 2.97690 -0.81675  0.106
H7 2.87447 4.58446 -0.48643  0.101
H8 4.82968 4.18559 -1.93137  0.109
H9 3.30114 4.02067 -2.76604  0.078
H10 4.52192 2.22655 -3.61402  0.026
H11 3.49290 1.45969 -2.43150  0.106
H12 6.32034 1.29671 -2.66437  0.100
H13 6.02096 2.28465 -1.19874  0.085
H14 4.28077 0.34881 -0.65940  0.083
H15 5.96135 0.23560 -0.20374  0.110
H16 6.42008 -1.47949 -1.73031  0.095
H17 5.38915 -0.76392 -2.93592  0.104
H18 4.72653 -3.02425 -1.99936  0.070
H19 3.44000 -1.86394 -2.18977  0.084
H20 4.20290 -1.41314 0.47437  0.094
H21 4.74431 -3.05402 0.22095  0.086
H22 2.10015 -3.03032 -0.83113  0.108
H23 2.75847 -3.85107 0.56858  0.096
H24 1.44117 -2.75723 1.91024  0.084
H25 2.29812 -1.28231 1.54991  0.108
H26 -0.58679 -2.53602 2.08998  0.086
H27 -0.88044 -3.15065 0.47856  0.124
H28 -2.66522 -1.80816 2.00361  0.075
H29 -2.17003 -0.48344 0.99899  0.083
H30 -2.64182 -2.85442 -0.65834  0.103
H31 -3.98131 -2.59355 0.45476  0.071
H32 -4.85148 -0.92301 -0.69667  0.083
H33 -3.32560 -0.05749 -0.81824  0.099
H34 -4.50871 -0.94552 -3.01553  0.089
H35 -3.74697 -2.50582 -2.50721  0.015
H36 -1.58016 -1.73448 -2.99871  0.046
H37 -1.94351 -0.10304 -2.53840  0.050
H38 -2.45458 -0.66965 -4.12006  0.066
H39 2.05647 -0.38091 -2.05418  0.060
H40 0.26792 0.50784 -2.08099  0.064
H41 -0.57578 0.34183 0.18917  0.109
H42 0.22336 -0.27883 2.83146  0.028
H43 1.35604 0.99024 2.38030  0.096
H44 -1.13414 2.16024 0.43957  0.089
H45 -0.19629 3.74234 2.22980  0.079
C22 -7.65114 -3.21030 -1.90342  -2.049
Cl1 -6.41331 -3.74605 -0.76881  0.555
Cl2 -8.99598 -4.36158 -1.90498  0.513
Cl3 -8.24244 -1.61744 -1.42110  0.526
Cl4 -6.95346 -3.11601 -3.52124  0.519
C23 -1.39453 4.91946 -4.71385  -2.042
Cl5 -0.70363 6.44453 -5.28077  0.512
Cl6 -2.84567 5.25760 -3.74935  0.476
Cl7 -1.81490 3.90392 -6.09385  0.526
Cl8 -0.21997 4.08060 -3.70944  0.533
C24 -4.85206 -3.04908 4.97134  -2.038
Cl9 -6.42536 -2.67575 4.24293  0.479
Cl10 -3.80581 -1.65141 4.84665  0.561
Cl11 -5.08613 -3.50141 6.66934  0.519
Cl12 -4.14388 -4.42009 4.09721  0.504
C25 -2.59543 -5.25187 -4.73508  -2.038
Cl13 -2.68440 -4.71651 -6.41883  0.521
Cl14 -2.54367 -7.01987 -4.67966  0.491
Cl15 -1.14323 -4.60106 -3.98046  0.559
Cl16 -4.01625 -4.67470 -3.86153  0.530
C26 -1.03128 -10.00770 -2.10871  -2.063
Cl17 0.29649 -10.96666 -1.44371  0.517
Cl18 -0.80219 -8.31312 -1.69363  0.527
Cl19 -1.05845 -10.19461 -3.86811  0.502
Cl20 -2.56274 -10.58122 -1.43853  0.517
C27 4.30916 2.73122 6.13360  -2.045
Cl21 4.66977 4.04118 7.26885  0.486
Cl22 4.13335 1.21558 7.02863  0.516
Cl23 2.81512 3.08158 5.27499  0.569
Cl24 5.64409 2.57480 4.98595  0.532
C28 -9.56558 0.74341 5.22397  -2.046
Cl25 -11.18892 0.10140 5.50563  0.490
Cl26 -8.45143 -0.59187 4.92813  0.490
Cl27 -9.60539 1.80361 3.80878  0.520
Cl28 -9.03026 1.66148 6.63339  0.530
C29 4.01609 3.47035 -6.49148  -2.051
Cl29 4.88035 1.96596 -6.19766  0.551
Cl30 4.87572 4.79505 -5.68731  0.522
Cl31 3.93445 3.79160 -8.23078  0.515
Cl32 2.39742 3.34226 -5.81675  0.523
C30 0.55693 -2.99506 5.73858  -2.020
Cl33 0.91572 -1.50346 4.85505  0.586
Cl34 1.82832 -4.16007 5.35794  0.493
Cl35 0.54539 -2.66686 7.47708  0.523
Cl36 -1.00489 -3.67797 5.25558  0.504
C31 -4.21119 7.10403 -8.12296  -2.048
Cl37 -5.56969 8.19590 -8.43027  0.515
Cl38 -2.69744 7.94619 -8.46747  0.519
Cl39 -4.23252 6.59493 -6.43787  0.491
Cl40 -4.34655 5.68815 -9.17160  0.524
C32 -13.54798 -2.12602 2.51435  -2.060
Cl41 -15.09553 -1.77169 1.73547  0.517
Cl42 -12.54726 -0.67779 2.53578  0.504
Cl43 -13.83838 -2.65937 4.17586  0.513
Cl44 -12.72049 -3.40592 1.62400  0.525
C33 7.48975 6.33538 9.45004  -2.062
Cl45 5.73174 6.24416 9.58458  0.504
Cl46 8.16287 6.95589 10.96219  0.516
Cl47 8.13768 4.72596 9.13126  0.523
Cl48 7.92180 7.41866 8.12487  0.524
C34 6.10270 -4.82858 4.98665  -2.060
Cl49 7.32649 -5.52252 6.05902  0.514
Cl50 4.73019 -5.93448 4.87217  0.505
Cl51 5.55812 -3.28158 5.63459  0.521
Cl52 6.79554 -4.58583 3.38180  0.523
C35 -4.09734 9.97922 -3.51665  -2.054
Cl53 -5.59619 10.24403 -4.41635  0.515
Cl54 -4.21171 10.76060 -1.93611  0.524
Cl55 -3.83355 8.24925 -3.31358  0.486
Cl56 -2.74500 10.66982 -4.42020  0.520
C36 6.84547 -5.53705 -2.85402  -2.066
Cl57 7.25219 -4.07814 -3.75730  0.531
Cl58 8.01621 -6.81100 -3.23332  0.507
Cl59 6.89611 -5.19357 -1.12357  0.525
Cl60 5.22607 -6.07500 -3.29882  0.529

The net charge is -1. For the LUMO energy, the calculation gives 0.0468 Ha. Its HOMO-LUMO gap is 0.234 Ha.

Density functional theory data (ωB97M-V with the def2-TZVPD basis set) for C36H45BiN2O6SSe as an isolated structure.

Last column: Löwdin charge in e.
CARTESIAN COORDINATES (ANGSTROEM)
Bi1 2.40700 -0.08085 -1.44029  1.689
C1 -5.75789 -0.71491 -2.07617  -0.058
C2 -4.98638 -0.11535 -0.89034  -0.563
C3 -5.29003 1.38383 -0.84040  -0.074
C4 -5.49813 -0.74559 0.41419  -0.055
C5 -3.49567 -0.39689 -1.05119  -0.193
C6 -2.53268 0.59561 -1.08936  -0.072
C7 -1.19625 0.26877 -1.25548  -0.383
Se1 0.14276 1.64828 -1.23753  1.133
C8 0.29750 1.68885 0.70305  -0.366
C9 -0.51070 2.60734 1.35255  -0.087
C10 -0.53708 2.68365 2.73586  -0.196
C11 0.38622 1.89132 3.41548  -0.015
C12 1.24829 0.99163 2.80689  -0.086
C13 1.13151 0.76864 1.39580  -0.385
O1 1.70850 -0.23233 0.80527  -0.300
C14 2.25237 0.26876 3.72647  -0.533
C15 1.48447 -0.66236 4.67823  -0.053
C16 3.30208 -0.57691 2.99438  -0.065
C17 3.03161 1.31997 4.53749  -0.062
C18 -1.52417 3.55236 3.51030  -0.562
C19 -2.34826 2.65423 4.44686  -0.055
C20 -0.76858 4.60640 4.33285  -0.056
C21 -2.50101 4.27949 2.58305  -0.072
C22 -0.72776 -1.04912 -1.40277  -0.363
O2 0.52573 -1.33594 -1.60733  -0.321
C23 -1.71749 -2.07920 -1.31771  -0.079
C24 -3.04283 -1.71693 -1.15788  0.004
C25 -1.29350 -3.55017 -1.36245  -0.532
C26 -0.33122 -3.81456 -0.19124  -0.039
C27 -2.48157 -4.50807 -1.22971  -0.085
C28 -0.58105 -3.85632 -2.68956  -0.041
H1 -6.82688 -0.49770 -1.98633  0.074
H2 -5.63076 -1.79656 -2.12462  0.072
H3 -5.39282 -0.29128 -3.01313  0.088
H4 -6.36904 1.53572 -0.75662  0.076
H5 -4.94167 1.88346 -1.74550  0.085
H6 -4.81108 1.85139 0.02147  0.076
H7 -6.56182 -0.52806 0.55369  0.074
H8 -4.94526 -0.34466 1.26524  0.086
H9 -5.36529 -1.82804 0.40628  0.074
H10 -2.78012 1.64535 -0.99187  0.090
H11 -1.12962 3.24570 0.73589  0.084
H12 0.43762 1.98446 4.49563  0.094
H13 0.93651 -1.40529 4.09635  0.089
H14 0.76705 -0.11246 5.29107  0.069
H15 2.18063 -1.18503 5.34124  0.075
H16 2.84095 -1.39239 2.44772  0.077
H17 4.00406 -0.98930 3.72669  0.077
H18 3.86005 0.02492 2.27784  0.089
H19 2.38347 1.92340 5.17466  0.064
H20 3.55665 1.99188 3.85672  0.091
H21 3.77055 0.82563 5.17429  0.075
H22 -1.71092 2.15453 5.17704  0.071
H23 -2.85740 1.88455 3.86451  0.087
H24 -3.09867 3.24076 4.98638  0.075
H25 -0.10284 4.13761 5.05873  0.072
H26 -1.47017 5.25048 4.87247  0.074
H27 -0.16197 5.22675 3.67132  0.087
H28 -3.05631 3.56623 1.97191  0.078
H29 -1.97316 4.96793 1.92144  0.084
H30 -3.21536 4.85443 3.17759  0.076
H31 -3.78284 -2.50580 -1.10765  0.086
H32 -0.82483 -3.59762 0.75976  0.085
H33 0.54549 -3.17892 -0.28204  0.061
H34 -0.00432 -4.85812 -0.19247  0.080
H35 -3.00585 -4.36522 -0.28156  0.077
H36 -2.11269 -5.53565 -1.25841  0.076
H37 -3.19103 -4.38068 -2.05132  0.078
H38 0.30045 -3.22966 -2.79158  0.065
H39 -1.24804 -3.66750 -3.53503  0.084
H40 -0.26612 -4.90333 -2.71459  0.079
O3 2.34844 1.47299 -5.52947  0.017
C29 2.50103 1.29796 -4.32550  -0.608
O4 2.11641 0.20642 -3.72178  -0.250
C30 3.22552 2.40982 -3.50359  -0.675
O5 4.39741 2.69788 -3.87605  -0.073
O6 2.61255 2.92461 -2.55469  -0.099
S1 5.88453 0.08626 -1.54503  0.496
C31 5.76482 -0.55761 -3.10142  -0.816
N1 5.59647 0.25211 -4.18292  0.061
C32 5.42078 -0.22541 -5.42880  -0.086
C33 5.44390 -1.56228 -5.69218  -0.081
C34 5.65692 -2.44323 -4.61574  -0.073
C35 5.84756 -1.95246 -3.35641  -0.133
H41 5.33797 1.28978 -3.99798  0.114
H42 5.22468 0.51584 -6.19007  0.129
H43 5.27338 -1.92833 -6.69360  0.092
H44 5.64974 -3.51315 -4.78360  0.103
H45 5.98819 -2.59833 -2.50510  0.086
N2 3.21620 -3.43461 -1.79418  -0.020
C36 2.95113 -2.31373 -1.69444  -0.417

The net charge is -2. For the LUMO energy, the calculation gives 0.1430 Ha. Its HOMO-LUMO gap is 0.236 Ha.

Density functional theory data (ωB97M-V with the def2-TZVPD basis set) for C36H45BrN8O3PrS2Te as an isolated structure in a non-equilibrium geometry.

Last column: Löwdin charge in e.
CARTESIAN COORDINATES (ANGSTROEM)
Pr1 1.34997 -0.64386 -0.73187  0.486
C1 -2.23262 0.48128 -5.48346  -0.033
C2 -2.00032 -0.38664 -4.28587  -0.225
C3 -2.47836 -1.69278 -4.23720  0.000
C4 -2.19836 -2.49301 -3.14310  -0.070
C5 -1.42378 -1.93684 -2.14711  -0.657
Br1 -0.88790 -2.99314 -0.65691  0.973
N1 -0.97349 -0.69676 -2.13710  -0.013
C6 -1.27372 0.06403 -3.19161  -0.071
H1 -3.23439 0.33045 -5.88278  0.081
H2 -1.52621 0.21677 -6.27228  0.093
H3 -2.09168 1.53412 -5.24863  0.085
H4 -3.06117 -2.08774 -5.05870  0.123
H5 -2.54733 -3.51175 -3.07103  0.109
H6 -0.90735 1.08373 -3.15467  0.085
N2 2.48978 -3.08851 -0.22635  0.025
C7 3.36035 -2.96298 -1.41389  -0.300
C8 4.34151 -4.12171 -1.65090  -0.132
C9 5.32837 -4.51984 -0.53568  -0.172
C10 6.64748 -3.72987 -0.40586  -0.160
N3 6.58200 -2.29276 -0.20054  0.106
C11 6.05299 -1.68707 0.86020  -0.450
N4 5.53484 -2.35824 1.89062  0.210
N5 6.12038 -0.36119 0.96586  0.216
C12 2.33278 -2.87164 -2.60708  -0.602
O1 2.28571 -3.78022 -3.41208  0.079
O2 1.57513 -1.84233 -2.54637  -0.225
H7 3.04059 -3.15613 0.62287  0.071
H8 1.95979 -3.95345 -0.31617  0.091
H9 3.88842 -2.00588 -1.34632  0.071
H10 4.89934 -3.88843 -2.56056  0.130
H11 3.72626 -4.99422 -1.87643  0.119
H12 5.64960 -5.54345 -0.73861  0.117
H13 4.80322 -4.54343 0.42169  0.084
H14 7.21470 -3.88072 -1.32336  0.130
H15 7.22842 -4.15801 0.41875  0.124
H16 6.94140 -1.69234 -0.92547  0.163
H17 5.53098 -3.36280 1.86865  0.098
H18 4.69541 -1.86401 2.27671  0.128
H19 6.19132 0.20970 0.13187  0.101
H20 5.50840 0.04447 1.66498  0.122
S1 0.74360 2.02745 -1.35347  0.596
C13 1.91366 2.44269 -2.56614  -0.699
C14 1.48322 3.43767 -3.47920  -0.302
N6 1.04444 4.21112 -4.20943  0.151
C15 3.17320 1.88043 -2.67681  -0.728
S2 3.75506 0.57312 -1.71389  0.629
C16 4.09952 2.38516 -3.62242  -0.309
N7 4.89688 2.78372 -4.34938  0.151
C17 2.01536 0.34232 3.43189  -0.027
C18 1.82561 -0.24734 2.04678  -0.716
O3 2.87443 -0.72135 1.42931  -0.195
N8 0.68583 -0.28291 1.46223  -0.291
Te1 -0.72005 1.52439 1.64256  1.682
C19 -2.20899 3.00773 2.37433  -0.331
C20 -3.25816 2.70925 3.24235  -0.291
C21 -3.43288 1.33175 3.81999  -0.054
C22 -4.16255 3.70925 3.59523  -0.017
C23 -4.02834 5.00541 3.12773  -0.270
C24 -5.02420 6.07309 3.48439  -0.050
C25 -2.93603 5.30598 2.32262  -0.018
C26 -2.01861 4.33392 1.95016  -0.319
C27 -0.84242 4.71842 1.09446  -0.091
C28 -2.27717 0.18834 1.05839  -0.346
C29 -2.48356 -1.04375 1.68704  -0.351
C30 -1.63895 -1.55834 2.81616  -0.087
C31 -3.52028 -1.86734 1.25176  -0.059
C32 -4.34995 -1.51333 0.20260  -0.274
C33 -5.46376 -2.41731 -0.24623  -0.042
C34 -4.13363 -0.28639 -0.41142  -0.015
C35 -3.12498 0.57301 0.00343  -0.292
C36 -2.99278 1.90288 -0.68151  -0.063
H21 2.98649 0.06057 3.83880  0.070
H22 1.22268 0.00164 4.09505  0.071
H23 1.95048 1.43022 3.36463  0.071
H24 -2.46130 0.85414 3.94244  0.044
H25 -4.03700 0.70537 3.16084  0.087
H26 -3.92741 1.38599 4.78994  0.082
H27 -4.98511 3.45867 4.25573  0.115
H28 -5.78067 5.68744 4.16493  0.072
H29 -5.51954 6.43937 2.58414  0.082
H30 -4.52497 6.91855 3.95803  0.081
H31 -2.79293 6.32326 1.97470  0.119
H32 -0.82329 5.79585 0.93665  0.080
H33 -0.88360 4.22869 0.11921  0.048
H34 0.09419 4.42146 1.57201  0.066
H35 -1.08216 -0.75909 3.29844  0.023
H36 -0.91905 -2.28488 2.43263  0.067
H37 -2.26396 -2.05693 3.55764  0.088
H38 -3.66121 -2.82299 1.74430  0.120
H39 -5.34609 -3.41339 0.17729  0.075
H40 -5.48641 -2.49739 -1.33367  0.077
H41 -6.42678 -2.01744 0.07674  0.084
H42 -4.78404 0.01764 -1.22476  0.122
H43 -3.60057 1.92495 -1.58671  0.085
H44 -1.95632 2.10440 -0.94981  0.010
H45 -3.32738 2.70207 -0.01695  0.081

The expectation value of S² is 3.762. Its spin multiplicity is 4. For the LUMO energy (alpha / beta), the calculation gives -0.0114 / -0.0560 Ha. Its HOMO-LUMO gap (alpha / beta) is 0.230 / 0.186 Ha.